This record from the OMol25 dataset describes a 2-piece molecular cluster, CN3O3S overall. The level of theory is wB97M-V/def2-TZVPD.

Structure (XYZ):
```
8
Properties=species:S:1:pos:R:3:lowdin_charge:R:1
N 0.60 2.64 -0.22 -0.40
O -0.47 2.74 -0.68 0.03
O -0.67 -1.57 0.44 -0.33
N 1.58 2.99 0.20 0.18
C -1.05 -2.73 0.40 -0.60
N -1.24 -3.85 0.60 0.08
O 0.77 0.57 -0.03 -0.74
S 0.48 -0.79 -0.71 0.77
```

Values from the calculation:
2S+1: 1
Total charge: -1
Kohn-Sham gap in eV: 7.112
LUMO level in eV: 3.75
ΔE to the lowest compared entry with this formula, charge and spin in kJ/mol: 70.07
HOMO in eV: -3.36

This record from the OMol25 dataset describes a 2-piece molecular cluster, C11H13Cl2N2 overall. The level of theory is wB97M-V/def2-TZVPD.

Structure (XYZ):
```
28
Properties=species:S:1:pos:R:3:lowdin_charge:R:1
C 3.92 -1.59 -1.19 -0.03
H -6.05 -0.21 -0.01 0.09
H 4.20 -0.27 2.46 0.14
H -2.90 2.19 -1.05 0.06
H 2.52 -0.21 -1.70 0.13
C -3.96 2.04 -1.01 0.06
H -5.80 0.97 1.25 0.11
H 5.41 -2.16 1.80 0.12
Cl -3.70 -1.02 1.30 0.70
H 5.42 -2.78 -0.58 0.09
N -2.14 -0.03 -0.68 -0.13
H -2.24 0.14 -1.63 0.09
H 1.88 1.52 -0.15 0.08
C 2.52 1.20 0.64 0.20
H 2.51 1.53 1.77 0.16
C 4.72 -2.16 -0.22 0.04
C 4.84 -1.63 1.06 -0.02
C -0.86 -0.21 -0.32 -0.59
H 4.16 -2.02 -2.15 0.13
C 3.23 0.11 0.41 -0.25
N -4.27 0.95 -0.31 -0.23
C -3.38 -0.08 -0.09 -0.73
C 3.11 -0.57 -0.89 0.05
C -5.64 0.79 0.12 -0.08
C 3.99 -0.61 1.44 0.06
H -4.65 2.69 -1.37 0.04
Cl -0.54 -0.26 1.31 0.59
H -6.29 1.68 -0.21 0.12
```

Values from the calculation:
2S+1: 1
Total charge: +1
Kohn-Sham gap in eV: 3.152
LUMO level in eV: -6.27
ΔE to the lowest compared entry with this formula, charge and spin in kJ/mol: 41.74
HOMO in eV: -9.42

This record from the OMol25 dataset describes C6H15F2N2O10S3Sn as an isolated structure. The level of theory is wB97M-V/def2-TZVPD.

Structure (XYZ):
```
39
Properties=species:S:1:pos:R:3:lowdin_spin:R:1
S 19.26 -17.33 16.47 0.00
H 14.02 -16.46 12.43 0.00
H 14.21 -15.01 15.05 0.00
H 12.75 -15.30 14.06 0.00
O 17.41 -21.39 15.81 -0.02
C 14.63 -15.87 13.11 0.00
H 12.06 -17.83 19.24 0.00
C 15.86 -13.80 13.14 0.00
H 16.93 -13.97 13.04 0.00
O 19.00 -21.67 13.92 0.44
H 11.54 -16.52 15.54 0.00
H 11.03 -18.41 16.77 0.00
C 13.73 -15.69 14.35 0.00
S 18.19 -15.41 16.37 0.00
S 17.66 -21.30 14.39 -0.04
N 13.55 -17.03 15.00 0.00
H 13.16 -17.60 14.26 0.00
O 20.10 -17.11 17.62 0.00
Sn 15.70 -19.04 16.27 -0.01
O 16.62 -22.02 13.70 0.39
O 18.52 -14.74 17.64 0.00
H 12.77 -16.38 16.79 0.00
H 12.08 -19.57 18.99 0.00
H 15.79 -12.89 12.56 0.00
F 16.69 -14.90 16.24 0.00
C 12.64 -18.65 18.81 0.00
C 12.44 -16.98 15.95 0.00
O 18.65 -14.88 15.11 0.00
O 15.03 -14.66 12.40 0.00
O 13.08 -18.63 17.46 0.00
H 13.54 -18.70 19.43 0.00
C 12.08 -18.39 16.49 0.00
N 17.67 -16.81 16.43 0.00
F 18.86 -18.83 16.79 0.00
H 12.10 -19.16 15.72 0.00
H 15.50 -13.63 14.15 0.00
O 19.94 -17.54 15.18 0.00
H 15.54 -16.34 13.48 0.00
O 17.49 -19.90 14.08 0.24
```

Values from the calculation:
2S+1: 2
Kohn-Sham gap (alpha / beta) in eV: 6.458 / 6.340
⟨S²⟩: 0.76
LUMO level (alpha / beta) in eV: -3.77 / -3.89
HOMO (alpha / beta) in eV: -10.23 / -10.23

This record from the OMol25 dataset describes C39H36BrCl2CsF3GeN5O4S as an isolated structure. The level of theory is wB97M-V/def2-TZVPD.

Structure (XYZ):
```
93
Properties=species:S:1:pos:R:3:lowdin_charge:R:1
H 3.25 5.05 -0.11 0.11
O -0.13 -4.42 2.91 -0.04
O -1.05 -4.11 0.88 -0.22
H 4.66 -4.19 -0.50 0.12
C -1.06 -4.14 2.13 -0.71
H 1.21 1.87 2.15 0.04
H 0.83 0.55 -0.56 -0.07
H 1.03 -3.73 -2.85 0.10
C -4.18 2.89 -3.21 -0.69
H -4.07 -4.79 5.62 0.09
H 3.20 0.42 2.48 0.09
C 4.63 1.44 4.58 -0.13
C 2.99 3.79 -1.84 -0.31
H 5.57 1.61 4.05 0.07
C -1.43 -0.73 4.64 -0.07
H 4.08 3.50 -0.01 0.07
C -3.34 -2.89 2.33 -0.09
C -4.06 2.57 -0.86 -0.07
C -4.66 3.18 -1.95 -0.70
C 3.67 -0.95 -0.30 -0.61
F 6.60 -1.09 -0.87 0.12
H 3.59 3.08 -2.41 0.08
H 2.52 -4.45 0.82 0.11
H 0.47 -1.31 3.84 0.11
C -0.67 0.47 -3.53 -0.53
H -3.20 -2.28 1.44 0.04
C -2.58 0.02 4.39 -0.08
N -1.46 0.47 -2.48 0.00
C 5.71 -1.92 -1.45 -0.60
O -0.78 2.38 0.81 -0.06
H 2.77 4.62 -2.52 0.11
C -2.69 -4.46 4.01 -0.04
H 4.49 0.37 4.68 0.07
H 3.72 -0.74 -4.31 0.10
C 4.06 -3.33 -0.22 -0.01
C -2.99 1.68 -0.95 -0.21
H -2.72 1.82 -4.33 0.09
H 1.79 0.85 -4.31 0.11
C 4.46 -2.07 -0.64 -0.14
Ge 1.87 1.58 -0.20 0.79
H 5.74 4.24 -1.71 0.07
N 0.21 -1.87 -3.15 0.05
Br -5.75 -1.38 2.40 0.72
C 2.73 -1.07 -4.01 -0.09
H 5.74 5.34 -0.33 0.06
H 1.04 3.82 -0.86 0.07
H 4.74 1.86 5.59 0.06
C 2.51 -2.38 -3.60 -0.09
C 2.23 -2.33 0.87 -0.13
F 6.35 -3.11 -1.60 0.11
H -1.34 -1.35 5.52 0.10
N -2.65 1.08 0.28 0.02
C -4.51 -2.68 3.04 -0.68
H 3.31 -3.10 -3.59 0.10
H -3.55 1.31 2.96 0.11
C 3.33 1.51 2.41 -0.31
C 1.24 -2.73 -3.19 -0.16
H -3.40 0.00 5.09 0.10
F 5.50 -1.46 -2.69 0.11
H 1.31 -2.36 1.44 0.08
C -2.48 1.39 -2.26 -0.21
H 3.61 3.16 3.76 0.10
O -0.61 1.27 -4.50 -0.04
H 4.26 1.68 1.87 0.09
C -3.87 -4.25 4.70 -0.09
H -4.45 2.78 0.13 0.10
C -0.42 -0.70 3.70 -0.14
N 2.62 -1.11 0.50 0.02
C -2.41 -3.81 2.82 -0.12
H -1.93 -5.14 4.40 0.11
C 3.47 2.08 3.82 -0.28
C 1.69 3.13 -1.39 -0.32
H -5.73 -3.15 4.73 0.09
H 1.12 2.77 -2.26 0.06
N -0.48 0.01 2.57 0.10
C 2.90 -3.48 0.52 -0.03
H 2.54 1.91 4.37 0.11
H 2.23 3.20 1.64 0.07
C -1.65 1.50 1.02 -0.60
Cs -1.14 -1.49 -0.29 1.12
C 5.14 4.97 -1.16 -0.12
C -4.80 -3.35 4.21 -0.16
C 0.42 -0.61 -3.54 -0.21
C 2.15 2.11 1.66 -0.32
S 3.91 0.67 -0.94 0.73
Cl -4.88 3.60 -4.65 0.59
H 4.94 5.81 -1.83 0.07
Cl -6.00 4.27 -1.69 0.58
C -1.58 0.73 2.33 -0.24
C -2.66 0.75 3.22 -0.03
C -3.11 2.02 -3.34 -0.05
C 3.84 4.33 -0.69 -0.30
C 1.67 -0.18 -3.99 -0.02
```

Values from the calculation:
2S+1: 1
Total charge: -2
Kohn-Sham gap in eV: 5.975
LUMO level in eV: 3.72
ΔE to the lowest compared entry with this formula, charge and spin in kJ/mol: 27.55
HOMO in eV: -2.26

This record from the OMol25 dataset describes a 9-piece molecular cluster, C35H56N2O21 overall. The level of theory is wB97M-V/def2-TZVPD.

Structure (XYZ):
```
114
Properties=species:S:1:pos:R:3:lowdin_charge:R:1
H -1.72 4.95 -4.04 0.07
O -1.09 -5.90 -2.85 0.09
O 4.29 0.23 0.23 0.08
H 1.10 -3.08 -5.32 0.07
C 3.32 -0.15 4.03 -0.09
C -0.70 -6.33 -1.62 -0.09
C 1.53 -0.96 -1.59 0.01
C 4.60 -0.92 -0.27 -0.50
H 3.60 1.79 -0.92 0.16
H -3.15 -3.21 0.91 0.07
H 1.02 -3.74 -1.21 0.04
H -2.60 4.94 4.28 0.06
C 1.02 -0.16 -4.96 -0.08
O 2.42 -0.43 -4.80 0.07
C -2.64 -3.89 1.60 -0.08
N -3.24 3.92 7.04 0.14
H 0.69 4.98 -2.56 0.17
H -0.46 6.07 -4.69 0.10
C -2.51 3.10 6.65 -0.22
N -2.79 -2.66 5.47 0.15
H -3.69 0.33 4.23 0.10
O 4.11 -0.81 -6.28 0.05
C 2.17 3.09 -3.98 -0.58
C 2.94 -0.20 -1.61 -0.26
C 0.21 3.06 -3.00 -0.12
C 2.30 0.66 3.18 -0.29
H -2.11 -3.53 -2.43 0.09
C -0.56 4.24 2.40 -0.14
H -0.47 6.39 3.06 0.17
O 1.51 4.18 -4.31 0.09
C -1.84 -0.63 -1.06 -0.40
H 0.99 0.90 -5.22 0.13
H -0.76 4.64 -5.40 0.04
C 1.14 -4.69 -0.82 0.03
O 3.29 -1.40 3.47 0.11
O -1.52 -0.24 0.23 -0.01
C -1.13 5.64 2.54 -0.22
H 0.56 4.13 2.50 0.15
H -0.38 1.31 1.06 0.07
C 0.63 -1.07 -6.14 -0.23
C 1.11 1.14 3.96 -0.02
H 0.42 -4.68 0.04 0.10
H -1.29 -0.01 5.56 0.07
C 2.85 -0.85 -5.98 -0.56
O 3.30 2.69 -4.34 0.12
H -0.85 2.51 5.61 0.10
O -1.47 5.85 1.14 0.11
H -2.86 -2.16 -3.21 0.12
H -1.18 -2.06 -3.02 0.07
C 0.39 4.44 -3.49 -0.27
O 3.92 -1.20 -1.46 0.08
C 3.19 0.82 -0.45 -0.06
H -2.09 0.77 3.47 0.05
O -2.12 -1.84 -1.23 0.03
H -0.58 2.46 -3.52 0.15
H -3.44 -4.27 2.33 0.10
H -1.03 1.85 7.24 0.13
H -0.01 3.16 -1.92 0.12
H 2.28 0.98 0.03 0.09
C -2.33 -2.48 4.39 -0.18
H 1.35 1.90 4.74 0.11
C 0.35 -2.49 -5.74 -0.05
H -2.89 6.62 3.71 0.10
H -1.32 1.78 -0.38 0.08
O -0.16 -5.10 -4.73 0.13
H -0.08 -3.18 -6.53 0.12
H -2.40 -1.39 2.67 0.09
H 1.36 -1.47 -0.66 0.06
C 0.80 -5.93 -1.60 -0.28
H -1.29 -6.00 -0.81 0.11
H -1.00 3.51 3.11 0.12
C -1.58 1.99 6.29 -0.19
O 2.22 -2.34 1.67 0.15
O 1.80 -0.35 2.36 0.09
H 0.49 1.53 3.25 0.01
H -0.27 -0.72 -6.84 0.20
O 1.02 -5.65 -2.94 0.13
O 1.93 -1.17 -6.81 0.11
H 3.09 0.33 -2.56 0.13
C -1.33 -3.27 2.19 -0.23
H -0.91 -1.54 3.17 0.09
C -1.77 -2.15 3.06 -0.23
O -0.83 3.82 1.12 0.06
O 1.46 2.41 -3.14 0.06
H 0.53 0.30 4.50 0.12
H 1.32 -6.80 -1.37 0.14
H -0.75 -7.44 -1.63 0.15
C -2.07 0.71 5.63 -0.28
H -3.23 5.29 2.74 0.08
C -2.06 -2.45 -2.51 0.01
C -0.74 5.02 -4.45 0.03
H 4.30 0.38 4.13 0.16
C 2.43 -1.43 2.44 -0.61
C -2.76 0.93 4.32 -0.09
C -1.27 1.11 0.48 -0.07
H 1.31 -1.69 -2.39 0.08
C -2.45 5.62 3.43 -0.01
C -0.10 -5.49 -3.59 -0.60
H -2.93 1.98 4.21 0.06
H -0.47 -2.51 -5.10 0.03
O -1.83 4.63 -0.67 0.17
H 2.72 1.38 2.49 0.15
H 2.88 -0.38 4.94 0.11
H -2.12 1.38 1.16 0.11
H -2.38 -4.82 1.09 0.04
H -0.64 -3.85 2.71 0.09
H 0.79 -0.18 -1.82 0.06
H 0.32 -0.29 -4.13 0.11
C -1.42 4.74 0.44 -0.63
O -1.75 0.20 -2.24 -0.10
O 5.32 -1.77 0.33 0.09
H -0.71 -2.81 1.38 0.11
H 2.12 -4.68 -0.49 0.07
H -2.67 0.14 6.35 0.12
```

Values from the calculation:
SMILES: C[C@H]1COC(=O)O1.C[C@H]1COC(=O)O1.C[C@H]1COC(=O)O1.C[C@H]1COC(=O)O1.C[C@H]1COC(=O)O1.C[C@H]1COC(=O)O1.COC(=O)OC.CCCC#N.CCCC#N
2S+1: 1
Kohn-Sham gap in eV: 9.252
LUMO level in eV: -0.34
ΔE to the lowest compared entry with this formula, charge and spin in kJ/mol: 252.86
HOMO in eV: -9.59

This record from the OMol25 dataset describes C5H9NO as an isolated structure. The level of theory is wB97M-V/def2-TZVPD.

Structure (XYZ):
```
16
Properties=species:S:1:pos:R:3:lowdin_charge:R:1
H 1.40 -1.71 -0.50 0.08
C -0.13 0.45 0.48 -0.36
H 0.76 1.19 -1.33 0.14
H 2.52 -0.36 -0.35 0.08
C 0.53 0.23 -0.86 -0.20
H -0.37 -0.07 -1.61 0.06
H -1.83 1.70 -0.05 0.11
O -0.35 0.39 2.66 -0.06
H -1.47 -1.28 -0.66 0.05
C -1.58 0.66 0.19 -0.21
C -1.64 -0.25 -1.05 0.07
H 2.01 -0.90 -1.96 0.08
H -2.22 0.32 1.01 0.11
H 0.23 0.15 3.40 0.09
C 1.68 -0.75 -0.93 -0.08
N 0.49 0.22 1.56 0.04
```

Values from the calculation:
2S+1: 1
Kohn-Sham gap in eV: 8.715
LUMO level in eV: 0.44
ΔE to the lowest compared entry with this formula, charge and spin in kJ/mol: 627.19
HOMO in eV: -8.28